A structure of composition C42H62N11O2RuS2 at a distorted geometry, computed with wB97M-V/def2-TZVPD.

**Total charge**: +2
**Electronic energy**: -3281.23165 a.u.
**Spin multiplicity**: 6
**HOMO-LUMO gap (spin up / spin down)**: 7.32 / 4.81 eV
**ΔE to the lowest compared entry with this formula, charge and spin**: 66.0 kJ/mol
**<S²>**: 8.767
**E_LUMO (spin up / spin down)**: -4.30 / -6.76 eV

Last column: Mulliken charge in e.
Atoms and positions in Å:
Ru: 0.2866 0.1001 -0.0192  3.29
C: -2.2824 -1.8571 3.6400  -0.96
N: -1.8394 -2.7482 2.5999  0.96
C: -2.3271 -4.1027 2.7332  -1.36
C: -0.9325 -2.3867 1.6639  -0.71
N: -0.1662 -1.3094 1.7638  2.32
C: 0.3770 -0.8858 2.9549  -0.22
C: 0.8239 -1.8882 3.8325  -0.86
C: 1.5189 -1.5970 4.9958  -1.20
C: 1.7819 -0.2881 5.3095  -1.05
C: 1.3325 0.7596 4.4821  1.51
C: 1.6070 2.0795 4.8890  -0.97
C: 1.1941 3.1487 4.1338  -1.42
C: 0.4554 2.9198 2.9878  -0.38
C: 0.1136 1.6271 2.5533  0.32
N: -0.6769 1.5417 1.4330  2.55
C: -1.6520 2.4161 1.2204  -1.91
N: -1.9563 2.8589 -0.0181  0.42
C: -3.3213 3.0999 -0.4394  -1.25
C: -1.0239 2.7498 -1.1131  -0.93
N: -2.4267 2.8749 2.2401  0.87
C: -2.9220 4.2349 2.2885  -1.30
C: -2.5603 2.1416 3.4738  -1.15
C: 0.6026 0.4917 3.2833  -1.39
N: -0.8013 -3.2249 0.5967  0.10
C: -1.9285 -3.5357 -0.2570  -0.74
C: 0.4627 -3.2653 -0.0996  -1.39
H: -1.7460 -2.0213 4.5787  0.33
H: -3.3463 -2.0231 3.8168  0.39
H: -2.1300 -0.8270 3.3253  -0.02
H: -2.2006 -4.4150 3.7725  0.40
H: -1.7631 -4.7750 2.0940  0.42
H: -3.3896 -4.1742 2.4879  0.38
H: 0.6547 -2.9233 3.5660  0.60
H: 1.8551 -2.4001 5.6341  0.44
H: 2.3345 -0.0344 6.2005  0.50
H: 2.1446 2.2289 5.8112  0.47
H: 1.4207 4.1597 4.4369  0.49
H: 0.1218 3.7560 2.3921  0.70
H: -4.0102 2.8243 0.3516  0.38
H: -3.5306 2.4741 -1.3112  0.39
H: -3.4705 4.1435 -0.7204  0.29
H: -0.0073 2.6419 -0.7251  -0.08
H: -1.0812 3.6607 -1.7132  0.56
H: -1.2764 1.9017 -1.7665  0.21
H: -2.5644 4.7994 1.4330  0.40
H: -2.5523 4.7074 3.2020  0.40
H: -4.0136 4.2653 2.3131  0.36
H: -2.4080 1.0846 3.2728  0.28
H: -3.5725 2.2850 3.8519  0.49
H: -1.8519 2.4704 4.2396  0.18
H: -2.8608 -3.4440 0.2862  0.33
H: -1.8331 -4.5532 -0.6376  0.31
H: -1.9414 -2.8427 -1.1090  -0.03
H: 1.2814 -3.0517 0.5846  0.32
H: 0.4800 -2.5521 -0.9302  -0.10
H: 0.6013 -4.2645 -0.5098  0.53
C: -0.3336 0.4966 -5.7947  -0.91
C: -0.5087 -0.9274 -5.2676  -0.78
N: 0.6852 -1.3853 -4.5889  0.37
C: 1.6601 -2.0998 -5.3967  -0.68
C: 1.3998 -3.6014 -5.3376  -1.15
C: 0.9105 -1.2213 -3.2894  0.43
S: -0.4078 -0.5094 -2.3528  -0.73
N: 2.0356 -1.6738 -2.8026  0.00
C: 2.6020 -1.4945 -1.6065  -1.27
O: 2.2897 -0.6227 -0.7678  -0.37
C: 3.7158 -2.4180 -1.3080  1.13
C: 4.2424 -3.2673 -2.2794  -0.32
C: 5.2767 -4.1228 -1.9554  -0.75
C: 5.7876 -4.1442 -0.6665  -0.51
C: 5.2736 -3.2936 0.3001  -0.98
C: 4.2428 -2.4305 -0.0150  -0.38
H: -1.2268 0.8125 -6.3279  0.43
H: 0.5080 0.5470 -6.4813  0.34
H: -0.1534 1.1864 -4.9723  0.10
H: -0.7034 -1.6063 -6.0997  0.47
H: -1.3557 -0.9638 -4.5788  0.31
H: 2.6532 -1.8784 -5.0064  0.42
H: 1.5898 -1.7389 -6.4236  0.44
H: 1.5016 -3.9604 -4.3152  0.24
H: 2.1168 -4.1229 -5.9620  0.39
H: 0.3993 -3.8372 -5.6951  0.40
H: 3.8382 -3.2482 -3.2791  0.36
H: 5.6992 -4.7665 -2.7104  0.46
H: 6.5908 -4.8201 -0.4170  0.42
H: 5.6902 -3.2955 1.2947  0.45
H: 3.8338 -1.7635 0.7332  0.54
C: -5.8139 0.0285 2.1711  -0.62
N: -5.7344 -0.5266 0.8506  0.22
C: -6.7815 -1.0045 0.1026  -0.25
C: -6.2884 -1.4173 -1.0861  -0.77
N: -4.9336 -1.1824 -1.0588  0.20
C: -4.5939 -0.6365 0.1309  -0.85
S: -3.0662 -0.1906 0.6573  0.02
H: -6.6994 -0.3440 2.6769  0.37
H: -5.8603 1.1165 2.1322  0.26
H: -4.9246 -0.2557 2.7299  0.11
H: -7.7805 -1.0136 0.4850  0.49
H: -6.7743 -1.8505 -1.9341  0.46
H: -4.2853 -1.3618 -1.8076  0.17
O: 1.8723 2.0287 0.3687  0.30
C: 2.9796 2.3782 -0.0221  -0.67
C: 3.7413 3.5130 0.5984  -0.90
C: 3.3731 4.7254 -0.2959  -0.41
C: 3.5473 4.5617 -1.8184  -1.09
C: 2.5179 3.6710 -2.5423  -0.34
C: 2.7536 2.1508 -2.3763  -0.02
N: 3.5397 1.9256 -1.1773  -0.06
H: 4.8157 3.3372 0.5567  0.46
H: 3.4355 3.6962 1.6279  0.29
H: 4.0068 5.5564 0.0196  0.47
H: 2.3360 5.0042 -0.0995  0.17
H: 4.5604 4.2337 -2.0545  0.31
H: 3.4423 5.5627 -2.2415  0.46
H: 2.5467 3.9088 -3.6056  0.54
H: 1.5251 3.9379 -2.1758  -0.06
H: 3.3038 1.7330 -3.2202  0.71
H: 1.8015 1.6158 -2.2738  -0.83
H: 4.5005 2.2132 -1.3051  0.49

Forces on the atoms, in the same order (eV/Å):
Ru 0.3 -0.2 0.2
C -0.1 0.4 0.2
N 0.4 0.2 -0.4
C 0.0 -0.4 0.1
C -0.5 -0.5 0.4
N -0.2 0.6 -2.0
C 0.9 -0.7 1.8
C -0.3 0.7 -1.0
C 0.2 0.6 0.5
C 0.0 -0.6 0.0
C 0.0 0.0 0.0
C -0.1 0.4 -0.3
C 0.3 -0.3 0.6
C -0.3 -1.1 -0.7
C 1.0 1.4 1.6
N 0.0 -1.1 -1.8
C -0.6 0.3 0.3
N 0.2 -0.2 0.2
C -0.2 0.1 0.0
C 0.1 -0.1 -0.1
N 0.3 -0.2 -0.4
C 0.0 0.2 0.0
C 0.0 -0.3 0.2
C -0.3 0.0 -0.1
N 0.1 0.5 0.0
C -0.2 -0.2 -0.2
C 0.3 0.0 -0.1
H 0.0 -0.1 0.0
H 0.0 0.0 -0.1
H -0.1 -0.1 0.1
H 0.0 0.0 0.0
H 0.0 0.0 0.0
H 0.0 0.0 0.0
H 0.0 0.0 -0.1
H 0.0 0.0 0.1
H 0.1 0.0 0.1
H 0.1 0.0 0.1
H 0.0 0.1 0.1
H 0.0 0.1 -0.1
H 0.0 0.0 0.0
H 0.0 0.0 0.1
H 0.0 0.0 0.0
H -0.1 0.1 -0.1
H 0.1 0.0 0.0
H 0.0 0.2 0.1
H 0.0 0.0 0.0
H 0.0 0.0 0.0
H 0.0 0.0 0.0
H 0.0 0.1 0.1
H 0.0 0.0 0.0
H 0.0 0.0 0.0
H -0.1 0.0 0.0
H 0.0 0.0 0.0
H 0.0 -0.1 0.1
H 0.0 0.0 0.0
H 0.0 -0.2 0.0
H 0.0 -0.1 0.0
C 0.0 -0.2 0.0
C -0.4 0.5 -0.2
N 0.0 0.1 0.3
C 0.5 -0.5 -0.1
C 0.0 0.2 0.0
C -0.1 0.3 0.4
S -0.2 0.4 0.8
N 0.6 -0.4 0.0
C -0.2 -0.5 -1.0
O -1.1 0.7 1.2
C 0.1 0.1 0.3
C -0.1 0.1 0.0
C 0.1 -0.1 0.0
C 0.0 0.0 0.0
C 0.0 0.0 0.1
C -0.1 0.1 -0.1
H -0.1 0.0 0.0
H 0.1 0.0 -0.1
H 0.0 0.1 0.1
H 0.0 -0.1 0.1
H 0.1 -0.1 -0.2
H -0.1 0.0 -0.2
H 0.0 0.1 0.1
H 0.0 0.0 0.1
H 0.1 -0.1 -0.1
H -0.1 0.0 0.0
H 0.0 0.0 -0.1
H 0.0 -0.1 -0.1
H 0.1 0.0 0.0
H 0.0 0.0 0.1
H 0.0 0.0 0.0
C 0.1 0.3 0.5
N 0.5 -0.3 -0.7
C -0.3 -0.3 -0.6
C -0.5 0.0 0.2
N -0.1 0.1 0.4
C 0.3 0.0 0.0
S 0.5 0.1 0.0
H -0.1 -0.1 0.0
H 0.0 0.0 0.0
H 0.0 0.0 0.0
H -0.2 0.0 0.0
H -0.2 -0.1 -0.1
H 0.1 0.1 0.2
O -0.9 -0.4 -0.1
C 1.2 0.1 -0.1
C -0.4 0.0 0.0
C 0.2 0.1 -0.1
C -0.3 0.1 0.0
C 0.2 -0.1 -0.1
C -0.4 0.1 -0.2
N 0.2 -0.4 0.3
H 0.0 -0.1 0.0
H 0.0 -0.1 0.0
H -0.1 0.0 0.0
H 0.0 0.1 0.1
H 0.1 0.1 0.0
H 0.1 0.0 0.0
H -0.1 0.1 0.0
H -0.1 0.0 0.0
H -0.1 0.0 0.0
H 0.2 0.0 -0.2
H -0.1 0.1 0.1